(1)
Density functional theory data (ωB97M-V with the def2-TZVPD basis set) for a cluster of 2 separate species, C3H5NS in total.

XYZ file:
```
10
Properties=species:S:1:pos:R:3
C -0.288 0.107 0.900
C -2.514 -0.670 0.001
C 1.771 0.198 -0.423
N 0.417 -0.010 -0.123
S -3.683 0.347 0.184
H -0.092 0.565 1.903
H -2.235 -1.317 -0.866
H 2.107 1.139 -0.006
H 2.041 0.156 -1.487
H 2.477 -0.516 -0.083
```

Summary:
**Total energy**: -570.0516 Eh
**HOMO level (alpha / beta)**: -7.40 / -7.53 eV
**ΔE to the lowest compared entry with this formula, charge and spin**: 114.8 kcal/mol



(2)
Density functional theory data (ωB97M-V with the def2-TZVPD basis set) for the ion C2H4N3O with charge +1.

XYZ file:
```
10
Properties=species:S:1:pos:R:3
C 0.847 1.325 0.012
C -0.289 -0.939 0.168
N -0.089 2.156 0.112
N 0.864 -0.038 -0.091
N -1.525 -0.213 -0.093
O -2.580 -0.685 -0.010
H 1.671 1.910 -0.163
H -0.368 -1.786 -0.550
H -0.293 -1.252 1.117
H 1.762 -0.477 -0.502
```

Summary:
**Total energy**: -317.6003 Eh
**HOMO level (alpha / beta)**: -15.39 / -14.74 eV
**ΔE to the lowest compared entry with this formula, charge and spin**: 151.5 kcal/mol
**Net charge**: +1



(3)
Density functional theory data (ωB97M-V with the def2-TZVPD basis set) for an isolated molecule of H4N2O3Si.

XYZ file:
```
10
Properties=species:S:1:pos:R:3
N 1.102 0.839 -0.592
Si 0.386 -0.198 0.586
O 0.533 -1.753 0.340
N -1.396 0.195 0.181
O -1.849 1.206 0.708
O -1.983 -0.499 -0.640
H 0.399 1.574 -0.933
H 1.979 0.817 -1.153
H 0.860 -0.010 1.876
H -0.032 -2.171 -0.373
```

Summary:
**Total energy**: -627.1163 Eh
**HOMO level**: -10.41 eV
**ΔE to the lowest compared entry with this formula, charge and spin**: 1.4 kcal/mol
**Structure (SMILES)**: N[Si@H](O)[N+](=O)[O-]



(4)
Density functional theory data (ωB97M-V with the def2-TZVPD basis set) for a structure of composition C6H12O.

XYZ file:
```
19
Properties=species:S:1:pos:R:3
C -2.717 -0.685 0.607
C -1.536 0.022 -0.063
C -0.212 -0.053 0.719
C 0.884 0.756 0.013
C 1.565 0.141 -1.230
O 2.855 0.158 -0.602
C 2.342 0.928 0.490
H -2.525 -1.755 0.748
H -2.937 -0.254 1.590
H -3.626 -0.594 0.000
H -1.794 1.079 -0.212
H -1.392 -0.400 -1.068
H 0.067 -1.109 0.847
H -0.381 0.343 1.731
H 0.504 1.763 -0.176
H 1.534 0.786 -2.119
H 1.273 -0.875 -1.525
H 2.682 0.568 1.466
H 2.620 1.989 0.388
```

Summary:
**Total energy**: -311.0046 Eh
**HOMO level**: -9.55 eV
**ΔE to the lowest compared entry with this formula, charge and spin**: 34.3 kcal/mol



Question: Among the records above, which one has the highest ΔE to the lowest compared entry with this formula, charge and spin?
Answer: C2H4N3O